Density functional theory data (wB97M-V/def2-TZVPD) for a molecular structure, C27H54BeNO21 at a distorted geometry.

CARTESIAN COORDINATES (ANGSTROEM)
C1 -4.22 -1.07 4.40
H1 5.30 -5.14 3.52
O1 -1.10 0.40 4.25
H2 3.33 2.64 0.77
H3 -4.28 -1.72 3.52
O2 4.05 1.85 -3.00
O3 -0.80 0.91 -0.02
O4 -4.79 4.46 -0.05
C2 2.35 3.08 0.97
H4 -3.13 2.05 -4.49
C3 4.34 -3.00 2.02
C4 -6.09 3.93 -0.12
H5 1.30 5.97 1.97
C5 -0.15 1.06 3.44
H6 4.99 -6.27 2.20
H7 0.71 0.39 3.31
H8 6.19 -5.05 2.04
C6 1.95 3.89 -0.26
H9 -1.78 0.71 -2.63
H10 2.98 -5.12 -1.43
H11 -5.13 2.98 -2.90
O5 -2.87 -2.40 1.64
H12 0.28 1.87 4.03
C7 -1.37 4.13 0.82
C8 1.31 -3.84 -1.11
H13 1.05 -2.89 -1.56
O6 3.41 -2.36 1.30
O7 5.11 -2.52 2.79
O8 -1.13 -3.82 2.19
C9 2.31 -4.52 -2.05
H14 -0.51 1.40 2.47
H15 2.98 -3.74 -2.41
C10 2.30 4.06 2.03
H16 3.40 -0.65 0.17
O9 -2.63 0.37 2.65
H17 5.70 2.29 -6.75
H18 3.79 -0.06 -2.29
C11 5.05 1.69 -3.93
C12 -2.80 0.60 -3.02
H19 6.92 2.66 -5.67
O10 -1.04 -1.09 -0.36
H20 2.95 6.04 1.24
H21 4.74 0.98 -1.21
H22 -4.95 -4.00 1.31
H23 4.40 -0.54 1.60
C13 -2.21 0.04 3.73
O11 -3.27 -4.53 2.31
H24 -0.82 -4.14 -0.85
C14 5.19 -5.22 2.44
C15 5.89 2.93 -5.89
H25 -2.89 2.83 -2.91
H26 1.80 -3.72 -0.14
H27 0.73 -3.41 2.50
O12 5.90 0.82 -3.97
H28 -5.34 2.01 -4.23
C16 3.90 0.96 -1.91
N1 -0.28 -0.14 -0.29
H29 -5.55 -0.06 -2.94
O13 1.46 5.15 0.19
O14 4.92 2.69 -4.83
C17 2.07 5.43 1.41
H30 1.53 3.87 2.78
H31 -1.43 3.43 1.66
H32 5.78 3.94 -6.28
H33 -4.98 -3.67 3.04
H34 2.82 4.06 -0.90
C18 -0.10 -2.91 2.01
C19 3.46 -0.94 1.22
H35 0.16 -2.61 0.99
C20 -2.49 -3.46 2.08
C21 1.40 -5.22 -3.03
O15 4.26 -4.36 1.89
H36 -6.52 4.23 -1.08
O16 -3.74 0.30 -2.04
O17 -2.85 -0.69 4.64
H37 2.58 -0.56 1.75
O18 0.90 -0.20 -0.45
H38 -4.91 -0.24 4.22
C22 0.04 -4.75 -1.14
H39 -5.68 1.00 -1.50
H40 -5.19 -5.40 2.36
H41 1.45 -4.79 -4.03
O19 -2.69 4.57 0.46
H42 -0.92 3.61 -0.02
H43 -0.21 -2.02 2.63
H44 1.18 3.48 -0.91
C23 -3.36 1.99 -3.43
H45 -6.09 2.86 0.09
O20 0.06 -5.15 -2.48
H46 0.07 -5.57 -0.42
O21 -3.65 2.44 0.24
C24 -5.09 0.75 -2.38
H47 -0.69 4.92 1.15
Be1 -3.36 -0.23 0.33
H48 3.19 3.98 2.64
H49 1.59 -6.29 -3.09
C25 -4.81 2.01 -3.28
H50 -2.77 -0.20 -3.75
H51 3.00 1.34 -1.43
C26 -4.72 -4.42 2.29
C27 -3.69 3.68 0.19
H52 -6.63 4.39 0.70
H53 -4.52 -1.64 5.28
H54 1.69 2.21 0.97

Output
**Total energy**: -73746.9366 eV
**Energy relative to the best compared isomer or geometry (same formula, charge and spin)**: 43.0 kcal/mol
**Net charge**: +1
**HOMO-LUMO gap**: 4.271 eV
**Lowest unoccupied orbital energy**: -6.7 eV
**Multiplicity**: 1

---

Density functional theory data (wB97M-V/def2-TZVPD) for a molecular structure, C11H25Cl2N3O2PPd at a distorted geometry.

CARTESIAN COORDINATES (ANGSTROEM)
H1 1.23 3.27 3.97
P1 0.60 -1.76 -2.06
H2 -3.51 -2.39 -2.53
C1 -2.74 -0.34 -2.15
C2 -0.55 0.97 -1.85
C3 0.26 3.53 0.95
H3 -1.25 1.74 0.82
C4 -0.41 -2.64 -3.29
Cl1 -1.14 -2.87 -0.06
C5 1.76 -0.73 -2.99
H4 0.70 -1.30 1.70
H5 0.30 -3.14 -3.97
C6 0.19 1.35 2.05
H6 -1.04 -1.92 -3.84
H7 1.84 4.21 2.62
H8 2.54 -2.34 -0.76
C7 0.34 -0.94 2.67
H9 0.25 1.33 4.77
H10 -4.49 -1.32 -1.52
H11 2.53 2.60 2.94
H12 1.23 -0.20 4.80
H13 -1.04 -3.36 -2.76
H14 -0.82 3.61 0.82
H15 1.28 -3.61 -0.64
O1 -0.06 1.89 -2.31
Pd1 -1.08 -0.60 -0.77
Cl2 -3.09 0.21 -0.19
H16 1.24 0.07 -3.53
O2 -2.32 0.58 -2.88
H17 2.28 -1.41 -3.67
H18 2.27 -3.46 -2.13
H19 0.71 3.20 -0.01
H20 2.01 1.34 4.32
N1 0.59 2.66 2.07
H21 2.47 -0.30 -2.26
H22 -0.75 -1.03 2.70
N2 -0.73 0.96 1.21
C8 1.60 3.19 2.94
C9 1.79 -2.92 -1.31
C10 -3.85 -1.34 -2.41
H23 0.78 -1.54 3.48
N3 0.75 0.43 2.90
H24 -4.44 -1.02 -3.29
C11 1.07 0.76 4.28
H25 0.64 4.55 1.18

Output
**Total energy**: -58155.8966 eV
**Energy relative to the best compared isomer or geometry (same formula, charge and spin)**: 29.1 kcal/mol
**Net charge**: +3
**HOMO-LUMO gap (alpha / beta)**: 6.603 / 5.171 eV
**Expectation value of S²**: 6.070
**Lowest unoccupied orbital energy (alpha / beta)**: -10.9 / -14.1 eV
**Multiplicity**: 5